1.
Computed, not measured: a 2-piece molecular cluster, H3N3O3 overall in a non-equilibrium geometry, with the ωB97M-V functional and the def2-TZVPD basis.

Output
Charge   0
Energy above the lowest of the compared OMol25 structures with the same formula, charge and spin   151.2 kcal per mole
E_HOMO (alpha / beta)   -10.22 / -11.00 eV
Frontier orbital gap (alpha / beta)   9.4769 / 9.1706 eV

Bonds (Å) are listed after each position.
CARTESIAN COORDINATES (ANGSTROEM)
1 N 1.140 0.986 0.670  H7 1.005, H8 1.026
2 N -0.847 -0.228 0.429  N3 1.411, O6 1.297
3 N -0.532 0.072 -0.913  N2 1.411, O4 1.171, O5 1.256
4 O -0.740 1.185 -1.213  N3 1.171
5 O -0.190 -0.921 -1.600  N3 1.256
6 O -0.676 -1.494 0.651  N2 1.297, H9 1.130
7 H 0.604 1.800 0.914  N1 1.005
8 H 1.509 0.393 1.423  N1 1.026
9 H -0.268 -1.791 -0.361  O6 1.130


2.
Computed, not measured: a 13-piece molecular cluster, C21H70N22O13 overall in a non-equilibrium geometry, with the ωB97M-V functional and the def2-TZVPD basis.

Output
Charge   0
E_HOMO   -8.77 eV
Frontier orbital gap   8.6030 eV

Bonds (Å) are listed after each position.
CARTESIAN COORDINATES (ANGSTROEM)
1 C 11.774 13.958 13.264  O2 1.220, N3 1.341, N4 1.383
2 O 10.719 13.794 12.674  C1 1.220
3 N 12.097 15.161 13.762  C1 1.341, H5 1.006, H6 0.997
4 N 12.723 12.958 13.378  C1 1.383, H7 1.005, H8 1.026
5 H 11.373 15.824 13.542  N3 1.006
6 H 12.941 15.418 14.228  N3 0.997
7 H 13.593 13.196 13.819  N4 1.005
8 H 12.571 12.135 12.785  N4 1.026
9 C 14.589 6.338 13.808  O10 1.241, N11 1.440, N12 1.365
10 O 13.356 6.231 13.895  C9 1.241
11 N 15.367 5.568 14.743  C9 1.440, H13 0.966, H14 1.006
12 N 15.270 7.146 12.944  C9 1.365, H15 1.015, H16 1.016
13 H 16.152 5.969 15.139  N11 0.966
14 H 14.781 5.108 15.419  N11 1.006
15 H 16.279 7.246 12.971  N12 1.015
16 H 14.747 7.605 12.205  N12 1.016
17 C 15.575 14.929 14.705  O18 1.224, N19 1.418, N20 1.387
18 O 14.950 15.920 15.057  C17 1.224
19 N 16.063 14.851 13.376  C17 1.418, H21 1.027, H22 1.028
20 N 15.613 13.733 15.406  C17 1.387, H23 0.982, H24 0.976
21 H 15.383 15.335 12.777  N19 1.027
22 H 16.225 13.930 12.949  N19 1.028
23 H 14.902 13.698 16.082  N20 0.982
24 H 15.933 12.889 15.033  N20 0.976
25 C 17.045 12.100 17.700  O26 1.222, N27 1.362, N28 1.333
26 O 17.369 11.262 16.872  C25 1.222
27 N 15.785 12.049 18.213  C25 1.362, H29 1.025, H30 1.036
28 N 17.926 12.953 18.225  C25 1.333, H31 1.031, H32 0.995
29 H 15.635 12.290 19.198  N27 1.025
30 H 15.187 11.270 17.882  N27 1.036
31 H 18.924 12.960 17.968  N28 1.031
32 H 17.617 13.505 18.993  N28 0.995
33 C 13.963 9.824 10.128  O34 1.245, N35 1.392, N36 1.359
34 O 14.602 9.121 10.932  C33 1.245
35 N 13.908 11.211 10.227  C33 1.392, H37 0.987, H38 1.029
36 N 13.367 9.345 9.005  C33 1.359, H39 0.973, H40 1.048
37 H 14.346 11.665 10.986  N35 0.987
38 H 13.176 11.678 9.676  N35 1.029
39 H 13.066 10.054 8.410  N36 0.973
40 H 13.530 8.377 8.636  N36 1.048
41 C 16.324 11.088 13.431  O42 1.266, N43 1.329, N44 1.337
42 O 16.004 12.047 12.670  C41 1.266
43 N 15.396 10.237 13.858  C41 1.329, H45 0.995, H46 1.005
44 N 17.589 11.006 13.856  C41 1.337, H47 1.012, H48 1.025
45 H 14.516 10.230 13.394  N43 0.995
46 H 15.570 9.305 14.195  N43 1.005
47 H 17.768 10.265 14.522  N44 1.012
48 H 18.138 11.864 13.747  N44 1.025
49 C 19.417 13.944 13.579  O50 1.212, N51 1.335, N52 1.333
50 O 20.005 12.902 13.385  C49 1.212
51 N 19.289 14.630 14.717  C49 1.335, H53 1.059, H54 0.992
52 N 18.851 14.517 12.517  C49 1.333, H55 1.018, H56 1.033
53 H 19.884 14.267 15.515  N51 1.059
54 H 19.019 15.584 14.697  N51 0.992
55 H 18.988 14.022 11.638  N52 1.018
56 H 17.934 14.989 12.572  N52 1.033
57 C 10.500 10.755 10.437  O58 1.218, N59 1.396, N60 1.412
58 O 10.966 11.528 9.619  C57 1.218
59 N 10.181 11.217 11.715  C57 1.396, H61 1.031, H62 1.008
60 N 10.307 9.356 10.430  C57 1.412, H63 0.980, H64 1.037
61 H 10.289 12.211 11.966  N59 1.031
62 H 9.631 10.689 12.375  N59 1.008
63 H 10.745 8.873 9.698  N60 0.980
64 H 10.676 8.935 11.303  N60 1.037
65 C 21.069 12.051 16.912  O66 1.273, N67 1.357, N68 1.381
66 O 20.619 13.216 17.158  C65 1.273
67 N 21.102 11.477 15.682  C65 1.357, H69 1.023, H70 1.046
68 N 21.578 11.353 17.989  C65 1.381, H71 1.014, H72 1.005
69 H 21.756 10.708 15.516  N67 1.023
70 H 20.697 12.010 14.879  N67 1.046
71 H 21.471 10.345 18.008  N68 1.014
72 H 21.374 11.898 18.808  N68 1.005
73 C 18.339 8.114 15.668  O74 1.195, N75 1.355, N76 1.368
74 O 17.690 8.450 14.723  C73 1.195
75 N 18.086 8.568 16.919  C73 1.355, H77 1.008, H78 1.024
76 N 19.362 7.207 15.612  C73 1.368, H79 0.997, H80 0.985
77 H 17.702 9.496 17.000  N75 1.008
78 H 18.589 8.171 17.718  N75 1.024
79 H 19.794 7.130 14.717  N76 0.997
80 H 19.967 6.939 16.342  N76 0.985
81 C 10.677 9.466 18.359  C82 1.482, H85 1.068, H86 1.094, H87 1.114
82 C 12.007 9.403 17.709  C81 1.482, C83 1.503, O84 1.396, H88 1.120
83 C 12.123 10.194 16.437  C82 1.503, H89 1.077, H90 1.080, H91 1.089
84 O 12.903 10.027 18.579  C82 1.396, H92 0.944
85 H 9.938 9.332 17.601  C81 1.068
86 H 10.461 10.449 18.786  C81 1.094
87 H 10.564 8.622 19.078  C81 1.114
88 H 12.397 8.364 17.554  C82 1.120
89 H 12.019 11.223 16.740  C83 1.077
90 H 11.307 9.978 15.763  C83 1.080
91 H 13.036 10.023 15.868  C83 1.089
92 H 13.015 9.491 19.348  O84 0.944
93 C 9.022 8.944 14.465  C94 1.542, H99 1.102, H100 1.096, H101 1.087
94 C 10.206 7.957 14.454  C93 1.542, C95 1.535, N98 1.494, H102 1.088
95 C 9.917 6.564 13.877  C94 1.535, O96 1.378, H103 1.104, H104 1.035
96 O 8.920 5.860 14.517  C95 1.378, C97 1.397
97 C 9.419 5.083 15.565  O96 1.397, H105 1.115, H106 1.094, H107 1.094
98 N 11.268 8.514 13.564  C94 1.494, H108 1.039, H109 1.039
99 H 8.124 8.407 14.813  C93 1.102
100 H 8.879 9.317 13.445  C93 1.096
101 H 9.204 9.807 15.100  C93 1.087
102 H 10.605 7.760 15.447  C94 1.088
103 H 10.853 6.043 14.141  C95 1.104
104 H 9.744 6.494 12.859  C95 1.035
105 H 10.088 4.257 15.229  C97 1.115
106 H 8.548 4.637 16.055  C97 1.094
107 H 9.968 5.711 16.273  C97 1.094
108 H 12.042 7.836 13.709  N98 1.039
109 H 11.484 9.492 13.837  N98 1.039
110 C 16.217 13.100 9.667  C111 1.502, H116 1.105, H117 1.079, H118 1.078
111 C 17.240 12.006 9.784  C110 1.502, C112 1.546, N115 1.471, H119 1.070
112 C 17.830 11.785 8.373  C111 1.546, O113 1.401, H120 1.080, H121 1.109
113 O 18.608 10.620 8.357  C112 1.401, C114 1.420
114 C 19.326 10.461 7.142  O113 1.420, H122 1.077, H123 1.076, H124 1.108
115 N 18.354 12.321 10.693  C111 1.471, H125 1.028, H126 0.998
116 H 15.485 12.916 8.860  C110 1.105
117 H 16.707 14.057 9.573  C110 1.079
118 H 15.611 13.284 10.539  C110 1.078
119 H 16.679 11.177 10.159  C111 1.070
120 H 18.448 12.638 8.130  C112 1.080
121 H 16.943 11.645 7.723  C112 1.109
122 H 18.750 10.605 6.244  C114 1.077
123 H 19.628 9.429 7.163  C114 1.076
124 H 20.218 11.118 7.136  C114 1.108
125 H 19.209 11.889 10.322  N115 1.028
126 H 18.295 11.916 11.602  N115 0.998


3.
Computed, not measured: a 2-piece molecular cluster, C8H10ClNO overall in a non-equilibrium geometry, with the ωB97M-V functional and the def2-TZVPD basis.

Output
Charge   0
Energy above the lowest of the compared OMol25 structures with the same formula, charge and spin   49.0 kcal per mole
E_HOMO (alpha / beta)   -7.07 / -7.07 eV
Frontier orbital gap (alpha / beta)   7.1194 / 7.1209 eV

Bonds (Å) are listed after each position.
CARTESIAN COORDINATES (ANGSTROEM)
1 C -0.917 0.208 -2.733  C2 1.341, C3 1.433, H12 1.079
2 C -1.756 0.966 -2.010  C1 1.341, C5 1.493, H13 1.081
3 C 0.432 0.024 -2.289  C1 1.433, N9 1.295, H14 1.081
4 C -0.070 -0.298 1.216  C8 1.454, O10 1.179
5 C -1.366 1.517 -0.678  C2 1.493, C6 1.505, H15 1.095, H16 1.112
6 C 0.106 1.314 -0.442  C5 1.505, N9 1.339, Cl11 1.752
7 C 1.162 -1.926 2.647  C8 1.531, H17 1.087, H18 1.087, H19 1.088
8 C 1.234 -0.815 1.598  C4 1.454, C7 1.531, H20 1.094, H21 1.094
9 N 0.921 0.627 -1.252  C3 1.295, C6 1.339
10 O -1.212 -0.426 1.477  C4 1.179
11 Cl 0.908 2.557 0.498  C6 1.752
12 H -1.212 -0.209 -3.684  C1 1.079
13 H -2.750 1.206 -2.360  C2 1.081
14 H 1.123 -0.584 -2.855  C3 1.081
15 H -1.643 2.574 -0.595  C5 1.095
16 H -1.939 0.984 0.112  C5 1.112
17 H 0.756 -1.543 3.580  C7 1.087
18 H 2.157 -2.324 2.835  C7 1.087
19 H 0.522 -2.734 2.299  C7 1.088
20 H 1.724 -1.155 0.680  C8 1.094
21 H 1.820 0.036 1.957  C8 1.094


4.
Computed, not measured: a 2-piece molecular cluster, CH6O overall in a non-equilibrium geometry, with the ωB97M-V functional and the def2-TZVPD basis.

Output
SMILES string   C.O
Charge   0
Energy above the lowest of the compared OMol25 structures with the same formula, charge and spin   0.6 kcal per mole
E_HOMO   -11.58 eV
Frontier orbital gap   12.4050 eV

Bonds (Å) are listed after each position.
CARTESIAN COORDINATES (ANGSTROEM)
1 C 1.828 -0.598 1.301  H2 1.100, H3 1.100, H4 1.100, H5 1.100
2 H 1.582 -0.269 0.281  C1 1.100
3 H 2.558 0.096 1.744  C1 1.100
4 H 0.915 -0.610 1.913  C1 1.100
5 H 2.259 -1.610 1.266  C1 1.100
6 O -3.320 1.175 -1.934  H7 0.984, H8 0.984
7 H -2.863 0.316 -1.783  O6 0.984
8 H -2.959 1.501 -2.789  O6 0.984


5.
Computed, not measured: a 2-piece molecular cluster, C6H14N2O2 overall in a non-equilibrium geometry, with the ωB97M-V functional and the def2-TZVPD basis.

Output
SMILES string   CNC(C)=O.CNC(C)=O
Charge   0
Energy above the lowest of the compared OMol25 structures with the same formula, charge and spin   22.9 kcal per mole
E_HOMO   -9.42 eV
Frontier orbital gap   9.9623 eV

Bonds (Å) are listed after each position.
CARTESIAN COORDINATES (ANGSTROEM)
1 C 0.290 -0.925 -2.114  N2 1.474, H6 1.099, H7 1.086, H8 1.085
2 N 1.404 -0.382 -1.315  C1 1.474, C3 1.363, H9 0.999
3 C 1.686 0.951 -1.269  N2 1.363, C4 1.530, O5 1.209
4 C 3.093 1.246 -0.745  C3 1.530, H10 1.091, H11 1.094, H12 1.087
5 O 0.908 1.802 -1.631  C3 1.209
6 H -0.542 -0.968 -1.399  C1 1.099
7 H -0.108 -0.274 -2.887  C1 1.086
8 H 0.465 -1.960 -2.392  C1 1.085
9 H 2.069 -1.102 -1.124  N2 0.999
10 H 3.591 0.422 -0.231  C4 1.091
11 H 3.593 1.405 -1.705  C4 1.094
12 H 3.122 2.041 -0.005  C4 1.087
13 C -2.161 1.624 1.239  N14 1.436, H18 1.088, H19 1.088, H20 1.096
14 N -1.384 0.441 1.479  C13 1.436, C15 1.361, H21 1.013
15 C -1.880 -0.812 1.292  N14 1.361, C16 1.488, O17 1.226
16 C -1.038 -2.010 1.561  C15 1.488, H22 1.088, H23 1.094, H24 1.087
17 O -3.059 -0.906 0.970  C15 1.226
18 H -3.204 1.484 1.514  C13 1.088
19 H -1.733 2.439 1.817  C13 1.088
20 H -2.210 1.912 0.183  C13 1.096
21 H -0.425 0.564 1.782  N14 1.013
22 H -0.510 -2.397 0.691  C16 1.088
23 H -0.275 -1.818 2.320  C16 1.094
24 H -1.692 -2.777 1.967  C16 1.087


Energy? In order: -391.49922, -3025.29098, -900.92421, -116.92348, -497.02111 hartree.